The following is a DFT calculation (ωB97M-V/def2-TZVPD) of a cluster of 8 separate species, C39H97N7O8 in total.

XYZ file:
```
151
C39H97N7O8 ωB97M-V/def2-TZVPD
C 2.8232 -0.7864 -5.9905
C 1.5042 -0.0995 -6.2210
C 0.5276 -1.3362 -6.6750
C -0.8855 -0.9347 -6.6970
C -1.3722 -0.3542 -5.3524
C -0.4927 0.8860 -4.8455
N 0.9652 0.5384 -5.0192
O 1.8302 1.3753 -4.4067
C -0.8248 2.2020 -5.6473
C -0.8434 1.0788 -3.4185
C 1.7414 0.8907 -7.4148
H 3.1732 -1.0456 -6.9898
H 2.5988 -1.5570 -5.2530
H 3.6753 -0.1733 -5.6971
H 0.8483 -1.7200 -7.6435
H 0.5768 -2.2086 -6.0233
H -1.5227 -1.8089 -6.8304
H -0.9826 -0.2545 -7.5432
H -1.3817 -1.0781 -4.5375
H -2.4532 -0.2221 -5.3964
H 0.0168 2.8709 -5.4672
H -0.8570 2.1432 -6.7352
H -1.7652 2.7057 -5.4234
H -0.2410 1.9043 -3.0396
H -1.8535 1.0758 -3.0090
H -0.3944 0.2673 -2.8457
H 1.6124 1.9039 -7.0341
H 1.1032 0.7767 -8.2910
H 2.7432 0.8723 -7.8438
H 1.8010 1.0611 -3.5000
C 2.5221 4.8435 5.4037
C 1.7554 4.1327 4.1931
C 1.6686 5.0479 3.0159
C 2.9242 5.1865 2.0492
C 3.4117 3.8129 1.6651
C 3.5985 2.8589 2.9044
N 2.3168 2.8181 3.7347
O 2.3817 1.8986 4.8585
C 3.9373 1.3957 2.3871
C 4.8737 3.4590 3.6702
C 0.2850 3.9296 4.6624
H 3.2758 5.5740 5.1099
H 2.8796 4.1948 6.2034
H 1.7781 5.3961 5.9774
H 0.6740 4.9616 2.5784
H 1.7594 6.0499 3.4352
H 3.7559 5.7571 2.4626
H 2.5409 5.6446 1.1374
H 4.2623 3.8011 0.9836
H 2.6064 3.4153 1.0474
H 3.0306 0.8071 2.2474
H 4.5656 1.2355 1.5110
H 4.4020 0.8940 3.2359
H 4.5580 4.4736 3.9127
H 5.0037 2.8575 4.5698
H 5.7798 3.6570 3.0974
H -0.3926 3.4826 3.9349
H -0.1327 4.9231 4.8252
H 0.1433 3.4787 5.6446
H 2.2324 1.0571 4.4212
C -0.3250 0.9588 0.4784
O -0.7009 -0.3063 1.1070
H 0.7242 1.2197 0.3392
H -0.7808 1.0933 -0.5025
H -0.6854 1.8188 1.0428
H 0.1296 -0.7863 1.1451
C -4.1499 3.0737 -3.4945
C -3.6869 2.9409 -1.9887
C -3.9618 4.2307 -1.1822
O -3.2474 3.9881 0.0442
C -2.7413 5.0083 0.8243
N -4.3117 1.8124 -1.3529
H -3.6403 2.2738 -4.0316
H -3.7741 3.9811 -3.9673
H -5.2370 2.9950 -3.5018
H -2.6357 2.6526 -1.9980
H -5.0392 4.2546 -1.0187
H -3.4691 5.0669 -1.6783
H -2.9796 4.9154 1.8839
H -3.2404 5.9509 0.5995
H -1.6540 5.0004 0.7488
H -5.2704 2.0519 -1.1441
H -3.7912 1.8354 -0.4877
C -6.1688 -4.3027 3.9302
C -5.3924 -4.6391 2.6267
C -4.2473 -3.6818 2.3783
O -4.9065 -2.4767 1.7500
C -4.0527 -1.6734 1.0165
N -4.8150 -5.9617 2.9149
H -5.6247 -4.3565 4.8731
H -7.0284 -4.9681 4.0092
H -6.4768 -3.2579 3.8896
H -5.9650 -4.5876 1.7006
H -3.5361 -4.0362 1.6321
H -3.9378 -3.2977 3.3503
H -3.0194 -1.6417 1.3620
H -4.5289 -0.6961 0.9377
H -3.9720 -1.8919 -0.0483
H -5.5538 -6.4826 3.3654
H -4.8222 -6.4585 2.0356
C 0.7009 -1.4229 5.8011
C -0.1569 -1.3657 4.5082
C -1.7003 -1.3374 4.7040
O -1.9998 -0.5207 5.8268
C -3.1238 -0.9344 6.5951
N 0.3476 -0.2278 3.7368
H 0.5605 -0.5004 6.3645
H 1.7745 -1.5011 5.6301
H 0.3215 -2.2662 6.3782
H 0.0470 -2.2552 3.9121
H -2.0331 -2.3558 4.9047
H -2.1867 -1.0689 3.7663
H -2.9553 -1.9652 6.9068
H -4.0236 -0.8369 5.9877
H -3.1152 -0.2564 7.4484
H -0.2775 -0.1279 2.9498
H 0.0890 0.5695 4.3002
C 1.4574 -5.4084 -2.0538
C 0.3224 -4.8936 -3.0121
C 0.2762 -3.3484 -3.0981
O 0.1910 -2.7468 -1.8011
C -1.0196 -2.8845 -1.0529
N 0.3238 -5.5729 -4.2671
H 2.4633 -5.1194 -2.3583
H 1.6343 -6.4789 -1.9497
H 1.3442 -5.0312 -1.0374
H -0.6718 -5.0814 -2.6066
H -0.5629 -3.0078 -3.7048
H 1.1705 -2.9641 -3.5885
H -0.8206 -2.3593 -0.1188
H -1.3282 -3.9239 -0.9402
H -1.8128 -2.3795 -1.6042
H 1.1806 -5.6311 -4.7988
H -0.4630 -5.4093 -4.8789
C 2.9426 -0.1976 -1.2925
C 3.0841 -1.6587 -0.7983
C 4.4030 -1.6936 0.0671
O 4.8972 -3.0811 0.2307
C 6.2651 -3.2067 0.5732
N 1.9920 -2.0317 0.0721
H 2.1299 -0.0905 -2.0109
H 3.7726 0.1385 -1.9140
H 2.7332 0.5626 -0.5399
H 3.0492 -2.3364 -1.6513
H 4.2755 -1.3939 1.1073
H 5.2133 -1.1921 -0.4620
H 6.5968 -2.5587 1.3845
H 6.9199 -2.9797 -0.2681
H 6.6156 -4.2017 0.8476
H 1.3027 -2.3579 -0.5902
H 2.3017 -2.7439 0.7178
```

HOMO (alpha / beta) = -9.6182 / -9.6182 eV
Frontier orbital gap (alpha / beta) = 0.273 / 0.111 hartree
⟨S²⟩ = 0.75
Total charge = +1
Spin multiplicity = 2
ΔE to the lowest compared entry with this formula, charge and spin = 0.0 kcal/mol
E_tot = -2528.70985 hartree